1.
152
Properties=species:S:1:pos:R:3 method="wB97M-V/def2-TZVPD" smiles=CC1(C)CCCC(C)(C)N1O.CC1(C)CCCC(C)(C)N1O.CC1(C)CCCC(C)(C)N1O.OCCO.OCCO.OCCO.OCCO.OCCO.O.O.O.O homo_lumo_gap_ev=7.7 e_tot_ev=-79176.1322 total_charge=0 e_homo_ev=-7.861
O -2.27379 38.82024 9.81967
O -2.60126 36.10774 8.80808
O 2.62539 33.45868 9.50699
O 4.25440 39.73585 15.42947
O -2.66830 39.94925 15.85218
O 2.51779 37.80335 13.88684
O 2.72558 43.85966 11.49338
O -4.94170 37.88074 15.90522
O 1.77276 35.30247 11.36903
O 0.67934 39.62743 9.54240
O 0.13064 34.03643 18.21859
O -0.25680 41.33162 15.29607
O 8.79736 39.38857 10.82405
O 0.07932 36.61857 13.08203
O 2.73688 30.38534 12.99260
O 1.12963 41.63006 11.27609
O 2.45469 40.52251 17.58562
N -0.21722 35.39280 18.49931
N 7.70395 38.74187 11.30165
N 1.58577 30.36063 13.77445
C 0.38333 31.78451 12.20973
C 0.37924 36.08385 19.66279
C 2.84917 30.08020 15.96188
C -2.65728 37.75077 10.67449
C 2.21568 35.73180 10.09734
C 2.11592 28.09514 14.65561
C 6.10717 36.89702 11.24931
C -4.21503 38.35125 14.76306
C -0.07777 37.55451 19.89353
C 2.85198 42.88916 12.53900
C -0.35035 30.80892 15.91852
C -2.10926 36.41244 10.03614
C 6.07847 40.72423 10.74330
C 1.25188 38.27826 14.29841
C 0.32352 29.50067 15.77026
C 0.88238 31.64005 13.65762
C 0.15471 38.00630 13.29295
C 7.41959 40.65600 12.93815
C -2.61942 35.13155 18.74672
C 8.44133 36.67946 10.50562
C 6.72384 39.75981 11.82281
C -0.06959 35.26966 20.90345
C -3.72157 39.85032 14.87578
C 1.88062 34.64420 9.17200
C -1.40454 37.99791 19.33909
C -1.67663 37.39676 17.91562
C 2.27152 41.52496 12.12444
C -0.46844 31.45892 14.49967
C 7.24840 37.61305 10.44029
C 1.65609 32.90353 14.05834
C 1.89469 36.01938 19.51982
C 1.73182 29.50420 15.02461
C -1.49253 35.78568 17.94112
C 4.96884 37.89373 11.69367
C 6.80548 37.92599 8.96189
C -1.74546 35.38022 16.43933
C 5.64102 39.03280 12.57338
H 0.71632 38.20273 19.52294
H 4.05433 37.53399 12.16522
H 0.41964 38.40150 12.31227
H 9.43049 39.15972 11.50844
H 0.87028 34.28425 9.36624
H 0.03355 42.19502 15.59013
H 0.49525 29.07825 16.76029
H 2.23844 40.98123 13.06855
H 7.50547 38.56631 8.42517
H 1.10926 39.33274 14.53473
H 6.88843 41.17851 10.17261
H -1.32321 30.85121 16.40827
H -1.54871 39.07812 19.36034
H 2.41781 36.54903 20.31601
H 2.85433 29.81534 17.01920
H -4.89895 38.14274 13.94034
H 2.19653 36.55756 18.62128
H -5.72940 38.42770 15.94962
H 8.10577 35.78493 9.98091
H -3.43120 37.59576 14.81745
H -2.84228 38.91553 9.05197
H -1.02321 36.49938 10.00415
H 5.77662 38.21793 8.75134
H 2.66899 32.96512 13.66041
H -2.74902 37.58857 17.87951
H 6.46619 36.24816 12.04816
H -0.70290 38.55896 13.67654
H 4.85711 39.69024 12.94937
H -3.71042 37.48310 10.58866
H 2.15551 34.45023 11.58992
H 3.79317 30.10287 15.41740
H 0.24912 31.34064 16.65745
H -3.19672 39.98542 13.93006
H -2.75911 36.91035 8.30558
H 5.39770 41.52580 11.02991
H 3.82556 42.74975 13.00888
H -0.96348 35.67609 15.74001
H -2.56698 35.96968 16.03221
H 2.04796 27.89175 13.58691
H 2.60175 31.13994 16.02381
H 0.99089 40.81636 10.78596
H 6.95683 36.99973 8.40760
H -0.87535 41.51444 14.58882
H -0.19715 30.89648 11.95961
H 6.76207 41.38548 13.41106
H -2.03348 37.74688 20.19321
H 3.36073 30.81419 13.58293
H -3.16729 35.59220 19.56876
H 7.70362 40.09475 13.82833
H 2.08805 43.46150 10.89619
H 0.70716 36.27179 12.44395
H -0.24984 39.39873 9.56607
H 4.01550 38.87078 15.09658
H -2.21665 35.66146 10.81882
H 4.18336 39.65502 16.38060
H 3.29321 35.89592 10.08788
H 8.24293 41.26036 12.55745
H -2.16528 37.88556 11.63775
H 0.67726 35.18061 21.69236
H -0.11422 37.82777 20.94810
H -1.06775 32.35257 14.67380
H -1.02500 35.52683 21.36078
H -1.93510 34.31701 16.29196
H 9.34039 37.06109 10.02173
H -0.41552 33.56512 18.85197
H 4.49925 38.29033 10.79350
H -3.45348 34.81533 18.12027
H 1.68618 33.15035 15.11960
H -1.06174 37.94618 17.20278
H -1.74701 39.96366 15.58269
H -0.35826 32.58335 12.21411
H -4.44478 40.63061 15.11288
H 3.15189 27.86946 14.90846
H -0.43884 28.85898 15.32850
H 1.92397 41.06717 18.16694
H 6.11442 38.52779 13.41537
H 5.42106 36.30032 10.64822
H 1.14851 32.06620 11.48638
H -2.40876 34.18621 19.24677
H 1.23713 33.86776 13.77055
H 8.68982 36.21518 11.45998
H 1.39012 27.35390 14.99008
H 2.21665 34.98456 19.40331
H 2.00454 35.05139 8.16853
H 0.93677 37.67494 15.14977
H 5.82193 40.30079 9.77222
H 2.34138 43.26162 13.42706
H 0.81330 39.99727 8.66976
H 1.90315 40.38539 16.81540
H 1.90100 36.76183 9.92966
H 3.01101 41.10052 11.44538
H -1.09052 30.78077 13.91553
H -0.16393 34.21488 20.64529
H 3.27474 33.28520 8.82155
H 2.42741 36.86327 13.71452


2.
68
Properties=species:S:1:pos:R:3 method="wB97M-V/def2-TZVPD" homo_lumo_gap_ev="8.5 / 6.5" e_tot_ev=-69937.6707 total_charge=+2 multiplicity=2 e_homo_ev="-13.929 / -13.930"
Ru 1.13039 -0.19101 0.25865
S 2.86581 0.40138 -1.77164
S -1.56014 -0.12376 -1.42033
O 3.65407 -0.38310 -2.65640
O 1.39032 2.75487 1.36895
O 1.37915 0.13081 -1.78450
O 3.18468 0.15148 -0.30684
N 2.35688 -4.01601 -0.92818
N -0.81581 -0.07781 0.04620
N 0.70159 -0.79170 2.19520
N 1.46874 -2.18878 -0.16273
C -3.60297 -3.55882 -0.86844
C 1.06931 -4.33935 -0.57066
C 0.52118 -3.19608 -0.09445
C -3.15740 -4.30679 -1.95768
C 2.56685 -2.72257 -0.67612
C -0.94161 -2.09028 6.50622
C 1.25646 -1.18226 6.94176
C 4.56081 3.96048 -2.27089
C -2.88025 2.03049 -0.36321
C 3.47618 4.82396 -2.44142
C -2.99507 0.90781 -1.17257
C 1.97690 2.93560 -2.24072
C -3.96848 2.88247 -0.24832
C -1.79175 -2.47333 -2.69457
C 0.57815 -0.99719 3.31875
C 1.42990 -0.92882 5.59402
C -2.24930 -1.74049 -1.60924
C -2.26129 -3.76959 -2.86850
C 3.07565 2.10399 -2.07017
C 4.37436 2.60450 -2.08856
C -3.15468 -2.26352 -0.68976
C -4.15235 0.63684 -1.89165
C -0.78727 -1.84398 5.15544
C -5.22693 1.50393 -1.76988
C 2.18850 4.29151 -2.42867
C 1.28866 1.72900 0.93223
C 0.40151 -1.26144 4.70853
C 3.69933 6.29036 -2.66616
C -5.13765 2.61893 -0.94761
C 0.07630 -1.75995 7.39355
H 3.49682 -2.21072 -0.85188
H 3.04620 -4.64611 -1.30794
H -1.96186 2.24312 0.16716
H -1.92899 -4.35267 -3.71641
H -3.89824 3.75627 0.38475
H -1.08327 -2.03997 -3.38990
H 0.67172 -5.33242 -0.67643
H -1.56995 -2.09797 4.45350
H 1.34032 4.94724 -2.58000
H -4.31246 -3.98530 -0.17246
H -0.05176 -1.95650 8.44947
H 3.86845 6.48808 -3.72657
H 2.04146 -0.93119 7.64107
H -3.52049 -1.66384 0.13549
H 5.22198 1.94180 -1.97123
H 0.97619 2.52420 -2.25299
H -4.22349 -0.23079 -2.53372
H 2.34485 -0.48318 5.22779
H 5.56669 4.36003 -2.28905
H -1.85417 -2.54098 6.87019
H -3.52610 -5.31415 -2.09834
H -0.46399 -3.02625 0.30171
H 4.57583 6.64208 -2.12449
H -1.46251 -0.11045 0.82928
H 2.83656 6.87583 -2.35360
H -6.13640 1.30403 -2.31940
H -5.98215 3.28805 -0.85559


3.
43
Properties=species:S:1:pos:R:3 method="wB97M-V/def2-TZVPD" homo_lumo_gap_ev=8.7 e_tot_ev=-25446.7406 total_charge=+1 e_homo_ev=-11.333
O 0.93037 2.47514 -2.65304
O -1.32693 2.00835 2.88470
O 2.10142 -1.12989 -2.07109
O -2.79349 2.14374 0.01906
O -0.58445 -2.41819 -2.81343
O 0.08944 3.08136 -0.15346
O -2.97673 -0.45923 -2.50609
O 1.94037 0.92942 2.79516
N -0.94733 -2.29559 0.42358
N -0.82193 0.50595 -0.73142
N 2.80260 -1.39501 1.08271
C 0.53029 -1.62944 2.20924
C -0.21141 -0.03319 0.47141
C -0.14719 -1.28978 0.91675
C 1.90485 -2.29369 1.76743
H 0.21982 -1.89593 -2.78240
H 0.70562 2.87325 -3.49933
H 2.50715 1.70342 2.66858
H 3.47672 -1.04189 1.73659
H 0.44039 0.68611 0.93697
H -3.52550 1.73606 -0.45650
H 1.83963 2.77588 -2.52675
H 2.47403 -1.90954 -2.49769
H -1.23912 -0.23829 -1.30242
H -3.32057 -1.35542 -2.52203
H -2.45301 -0.29505 -3.29458
H 0.56208 -0.73289 2.80993
H -1.57465 1.22380 -0.59364
H -3.04478 2.93160 0.50281
H -1.44138 -2.13982 -0.43615
H -0.82647 -3.22166 0.78026
H -1.41846 1.96142 1.93096
H -0.36557 -3.25769 -2.39647
H 2.27462 -2.61231 2.73821
H 1.59766 -3.12492 1.14675
H -0.00044 -2.29988 2.88751
H 0.55103 2.98235 -1.01174
H 1.46160 1.22959 3.53791
H 2.33618 -0.72273 0.50142
H 2.55534 -1.08254 -1.22420
H -1.78725 2.82498 3.09928
H -0.13659 0.92926 -1.33429
H -0.35724 3.91886 -0.29014


4.
80
Properties=species:S:1:pos:R:3 method="wB97M-V/def2-TZVPD" homo_lumo_gap_ev=5.9 e_tot_ev=-176864.9832 total_charge=0 e_homo_ev=-6.627
I -7.77218 5.08579 -1.86180
I -4.76585 -0.09424 -1.95887
Ge 0.01144 -2.32300 2.42173
K -1.94941 -0.21004 0.19473
Cl -2.09136 -2.89239 1.72807
Cl 0.05138 -3.66463 4.09629
Cl -0.75889 -0.38839 3.04576
O -1.32347 -2.16110 -1.56569
O -2.51547 1.90643 -0.88231
N -1.35536 4.35799 0.05283
N 1.73964 -2.87605 0.05259
N 2.73871 -1.29197 1.75234
N 4.07949 -2.06964 -0.17909
N 0.87190 -0.04330 -0.31151
N 5.01615 -1.18038 -0.59241
N 0.15921 2.74357 1.54878
N 1.84077 -1.61716 2.70472
N 2.13395 -0.47334 -0.58766
N 0.72249 -3.25723 0.86488
C -5.99747 4.01854 -1.60277
C -2.37344 4.82190 -0.86735
C -0.51293 3.84671 3.55188
C 0.20068 -4.39027 0.36872
C -3.63718 4.00204 -1.05702
C -2.24587 -3.20917 -1.87750
C 3.53305 -0.57464 3.69375
C 3.76910 -0.66902 2.33202
C -4.78688 1.96926 -1.59250
C 1.21423 2.26431 2.19801
C -4.82644 4.67900 -1.24433
C 4.66801 -3.24546 0.17277
C -0.98655 -1.46004 -2.78350
C -1.93152 -3.59308 -3.31028
C 1.48372 2.53923 3.52796
C 0.58587 3.33857 4.22245
C 6.17111 -1.81478 -0.52748
C 0.87133 -4.73943 -0.78429
C 2.30827 -1.18899 3.88224
C 0.62225 0.92332 -1.18397
C 1.71443 1.12285 -2.04485
C 6.01381 -3.13027 -0.04872
C -5.97322 2.65222 -1.80202
C 1.82077 -3.74513 -0.95348
C 2.65442 0.21572 -1.63369
C -0.68309 3.54091 2.20352
C -3.57730 2.57521 -1.16196
C -1.65468 -2.22255 -3.92796
C -1.82309 4.10524 1.39534
B 2.67426 -1.62625 0.21657
H 2.56569 -3.60748 -1.71940
H 1.87025 1.61949 1.62119
H -4.83586 5.75718 -1.12811
H -0.97290 3.48859 -0.29688
H -1.88177 4.91005 -1.84115
H 0.69310 -5.59361 -1.41216
H 1.72904 -1.34168 4.77751
H 1.80342 1.84121 -2.84070
H -2.59469 -1.73957 -4.19925
H -0.33439 1.43058 -1.19101
H -1.34695 -0.42962 -2.72162
H -6.86305 2.12106 -2.11080
H 0.74809 3.57469 5.26671
H 4.09321 -4.07103 0.55923
H 3.65587 0.02584 -1.97368
H -1.02628 -2.26506 -4.81602
H 7.07438 -1.30918 -0.83001
H -1.03779 -4.22174 -3.34060
H -2.16365 5.03972 1.85233
H 0.10257 -1.44287 -2.86238
H 4.17052 -0.13535 4.43955
H 6.76859 -3.88124 0.10543
H -1.22694 4.48760 4.05263
H 4.60314 -0.34091 1.73216
H -0.62290 -4.86796 0.86900
H -2.74817 -4.12736 -3.79395
H -3.27568 -2.84412 -1.78504
H -2.10222 -4.00946 -1.15376
H -2.67245 3.40050 1.43500
H -2.67069 5.83717 -0.58210
H 2.36970 2.13771 4.00292